ORCA calculation (wB97M-V/def2-TZVPD) on 2 unconnected molecules or ions with the total composition C5H12IN2.

Geometry (Å):
C  0.731  1.576  -1.491
C  -2.180  -2.671  -0.414
C  1.141  -0.606  1.430
C  1.167  2.133  0.631
C  -2.458  -1.545  -1.057
N  0.734  -0.219  0.164
N  0.801  1.082  -0.310
I  -2.581  0.261  0.108
H  0.656  0.913  -2.393
H  0.998  2.622  -1.619
H  -2.413  -2.789  0.676
H  0.202  -0.922  -0.476
H  -1.858  -3.575  -0.962
H  0.626  -0.432  2.350
H  1.234  -1.663  1.391
H  2.063  -0.125  1.455
H  1.744  2.977  0.169
H  1.744  1.691  1.349
H  0.296  2.655  1.146
H  -2.648  -1.362  -2.146

Output
- 2S+1 = 1
- HOMO-LUMO gap (eV) = 8.24
- net charge = +1
- electronic energy (eV) = -16449.714

These are the Löwdin partial charges, in e, on atoms 1 to 6: atom 1 (C): 0.118, atom 2 (C): -0.151, atom 3 (C): -0.087, atom 4 (C): 0.002, atom 5 (C): -0.643, atom 6 (N): -0.054